Entry from OMol25: C23H31N5O5S in the gas phase at a distorted geometry (ωB97M-V with the def2-TZVPD basis set).

The value obtained for the molar mass is 489.60 g/mol. For the total energy, the calculation gives -1943.29580 Ha. As for the relative energy (zero: lowest compared OMol25 entry of this formula, charge and spin): 0.0 kcal per mole. The HOMO energy is -0.2948 hartree. Its SMILES is CCCCn1c(SCC(=O)NCCc2ccc(OC)c(OC)c2)nc2c1c(=O)n(C)c(=O)n2C. The value obtained for the LUMO energy is 0.61 eV. Its charge is 0. The value obtained for the frontier orbital gap is 8.64 eV.

Each atom is followed by the atoms it is bonded to, with distances in Å.
Element x y z (Å)
1 C 2.752 -0.053 3.790  C2 1.525, H35 1.088, H36 1.088, H37 1.087
2 C 2.378 1.036 2.791  C1 1.525, C3 1.528, H38 1.093, H39 1.090
3 C 1.282 1.964 3.312  C2 1.528, C4 1.530, H40 1.092, H41 1.092
4 C -0.085 1.288 3.438  C3 1.530, N5 1.442, H42 1.090, H43 1.096
5 N -0.669 0.957 2.162  C4 1.442, C6 1.348, C26 1.380
6 C -1.161 1.812 1.243  N5 1.348, S7 1.735, N24 1.330
7 S -1.107 3.535 1.439  C6 1.735, C8 1.823
8 C -2.292 4.070 0.161  S7 1.823, C9 1.529, H44 1.089, H45 1.088
9 C -1.646 4.255 -1.212  C8 1.529, O10 1.213, N11 1.342
10 O -1.447 5.358 -1.677  C9 1.213
11 N -1.377 3.098 -1.835  C9 1.342, C12 1.442, H46 1.020
12 C -0.729 3.049 -3.122  N11 1.442, C13 1.537, H47 1.095, H48 1.093
13 C 0.705 2.505 -3.025  C12 1.537, C14 1.503, H49 1.091, H50 1.092
14 C 0.737 1.048 -2.659  C13 1.503, C15 1.387, C23 1.387
15 C 0.378 0.078 -3.583  C14 1.387, C16 1.384, H51 1.080
16 C 0.401 -1.266 -3.250  C15 1.384, C17 1.390, H52 1.078
17 C 0.793 -1.688 -1.986  C16 1.390, O18 1.365, C20 1.408
18 O 0.820 -2.995 -1.591  C17 1.365, C19 1.409
19 C 0.361 -3.986 -2.480  O18 1.409, H53 1.093, H54 1.089, H55 1.094
20 C 1.181 -0.713 -1.048  C17 1.408, O21 1.373, C23 1.388
21 O 1.536 -0.985 0.251  C20 1.373, C22 1.416
22 C 2.451 -2.034 0.510  O21 1.416, H56 1.088, H57 1.090, H58 1.095
23 C 1.133 0.629 -1.397  C14 1.387, C20 1.388, H59 1.080
24 N -1.709 1.198 0.198  C6 1.330, C25 1.350
25 C -1.554 -0.118 0.457  N24 1.350, C26 1.383, N33 1.357
26 C -0.912 -0.308 1.667  N5 1.380, C25 1.383, C27 1.429
27 C -0.608 -1.616 2.157  C26 1.429, O28 1.217, N29 1.399
28 O -0.056 -1.908 3.202  C27 1.217
29 N -1.054 -2.608 1.278  C27 1.399, C30 1.454, C31 1.384
30 C -0.773 -3.972 1.695  N29 1.454, H60 1.086, H61 1.090, H62 1.090
31 C -1.716 -2.444 0.073  N29 1.384, O32 1.214, N33 1.380
32 O -2.080 -3.386 -0.601  C31 1.214
33 N -1.973 -1.147 -0.321  C25 1.357, C31 1.380, C34 1.446
34 C -2.675 -0.885 -1.558  N33 1.446, H63 1.091, H64 1.089, H65 1.088
35 H 2.979 0.381 4.763  C1 1.088
36 H 3.633 -0.590 3.446  C1 1.088
37 H 1.944 -0.771 3.908  C1 1.087
38 H 3.261 1.642 2.574  C2 1.093
39 H 2.052 0.574 1.858  C2 1.090
40 H 1.560 2.335 4.300  C3 1.092
41 H 1.184 2.828 2.649  C3 1.092
42 H -0.001 0.357 4.000  C4 1.090
43 H -0.772 1.967 3.956  C4 1.096
44 H -2.668 5.033 0.507  C8 1.089
45 H -3.090 3.330 0.131  C8 1.088
46 H -1.515 2.227 -1.321  N11 1.020
47 H -1.320 2.420 -3.796  C12 1.095
48 H -0.711 4.072 -3.506  C12 1.093
49 H 1.252 3.089 -2.284  C13 1.091
50 H 1.185 2.646 -3.996  C13 1.092
51 H 0.077 0.367 -4.579  C15 1.080
52 H 0.099 -1.991 -3.989  C16 1.078
53 H -0.698 -3.847 -2.711  C19 1.093
54 H 0.485 -4.928 -1.949  C19 1.089
55 H 0.952 -4.006 -3.401  C19 1.094
56 H 2.559 -2.056 1.593  C22 1.088
57 H 2.084 -2.996 0.153  C22 1.090
58 H 3.420 -1.821 0.047  C22 1.095
59 H 1.426 1.351 -0.649  C23 1.080
60 H -1.214 -4.648 0.968  C30 1.086
61 H -1.199 -4.141 2.684  C30 1.090
62 H 0.305 -4.122 1.749  C30 1.090
63 H -1.995 -0.449 -2.291  C34 1.091
64 H -3.493 -0.191 -1.366  C34 1.089
65 H -3.062 -1.833 -1.927  C34 1.088

***

Entry from OMol25: C6H10O in the gas phase (ωB97M-V with the def2-TZVPD basis set).

The value obtained for the molar mass is 98.14 g/mol. For the total energy, the calculation gives -309.82068 Ha. As for the relative energy (zero: lowest compared OMol25 entry of this formula, charge and spin): 13.6 kcal per mole. The HOMO energy is -0.3340 hartree. Its SMILES is CC1(O)CC=CC1. The value obtained for the LUMO energy is 0.97 eV. Its charge is 0. The value obtained for the frontier orbital gap is 10.06 eV.

Each atom is followed by the atoms it is bonded to, with distances in Å.
Element x y z (Å)
1 C 0.586 1.393 -1.318  C2 1.553, H8 1.101, H9 1.093, H10 1.096
2 C 0.244 0.399 -0.173  C1 1.553, O3 1.431, C4 1.552, C7 1.562
3 O 1.440 0.307 0.607  C2 1.431, H11 0.961
4 C -0.173 -1.012 -0.663  C2 1.552, C5 1.511, H12 1.103, H13 1.096
5 C -0.500 -1.700 0.642  C4 1.511, C6 1.330, H14 1.085
6 C -0.842 -0.795 1.554  C5 1.330, C7 1.525, H15 1.087
7 C -0.803 0.612 0.966  C2 1.562, C6 1.525, H16 1.093, H17 1.100
8 H 1.683 1.400 -1.408  C1 1.101
9 H 0.313 2.435 -1.130  C1 1.093
10 H 0.201 1.101 -2.301  C1 1.096
11 H 2.083 -0.163 0.071  O3 0.961
12 H -1.079 -0.963 -1.292  C4 1.103
13 H 0.606 -1.493 -1.266  C4 1.096
14 H -0.411 -2.769 0.802  C5 1.085
15 H -1.071 -1.009 2.595  C6 1.087
16 H -0.463 1.367 1.680  C7 1.093
17 H -1.815 0.890 0.634  C7 1.100